Formula: C11H15IrNP
Source: the OMol25 dataset
Level of theory: ωB97M-V/def2-TZVPD

The geometry in ORCA input format:
```
! RIJCOSX wB97M-V def2-TZVPD def2/J DEFGRID3
* xyz 0 5
C -0.79 0.45 -3.80
C -1.52 1.63 -3.44
C -0.58 2.53 -2.83
C 0.72 2.15 -3.25
C 0.64 0.79 -3.66
Ir 0.21 -1.87 -0.30
P 0.27 -3.06 -2.00
H -1.18 -0.50 -4.10
H -2.59 1.82 -3.55
H -0.83 3.50 -2.40
H 1.48 0.13 -3.90
H 1.62 2.75 -3.22
H 1.36 -2.94 -2.93
H -0.84 -2.83 -2.89
H 0.19 -4.46 -1.78
C 0.32 0.19 5.12
C 0.14 0.10 3.64
C 1.17 0.55 2.80
C 1.11 0.25 1.45
N 0.07 -0.51 1.03
C -1.05 -0.74 1.74
C -1.03 -0.42 3.09
H 1.28 -0.20 5.47
H 0.28 1.25 5.39
H -0.50 -0.33 5.63
H 2.07 1.05 3.17
H 1.83 0.53 0.69
H -1.91 -1.11 1.16
H -1.90 -0.69 3.69
*
```

Summary:
Energy relative to the best compared isomer or geometry (same formula, charge and spin): 28.2 kcal/mol
Lowest unoccupied orbital energy (spin up / spin down): 0.434 / -1.961 eV
HOMO (spin up / spin down): -4.392 / -8.084 eV
Kohn-Sham gap (spin up / spin down): 4.83 / 6.12 eV

The net atomic charges from Löwdin, expressed in e, are: -0.102 -0.060 -0.113 -0.080 -0.085 0.776 0.307 0.061 0.107 0.084 0.087 0.099 -0.112 -0.120 -0.132 -0.081 -0.326 -0.060 -0.196 -0.344 -0.249 -0.064 0.075 0.073 0.070 0.105 0.092 0.081 0.108

---

Formula: C33H30AuO5P2
Source: the OMol25 dataset
Level of theory: ωB97M-V/def2-TZVPD

The geometry in ORCA input format:
```
! RIJCOSX wB97M-V def2-TZVPD def2/J DEFGRID3
* xyz 1 1
Au -0.33 1.00 -0.75
O 2.26 2.69 -3.89
C 1.55 1.93 -3.26
O 1.49 1.62 -2.07
C 0.54 1.19 -4.33
C 0.48 -0.31 -3.98
C -0.16 -1.02 -5.19
C -1.65 -0.60 -5.03
C -1.59 0.29 -3.79
O -0.57 -0.38 -3.00
C -0.92 1.63 -4.12
C -1.06 2.67 -3.03
O -0.77 3.80 -3.30
O -1.52 2.25 -1.87
H 0.94 1.40 -5.31
H 1.39 -0.75 -3.59
H -0.03 -2.09 -5.11
H 0.28 -0.69 -6.12
H -2.28 -1.46 -4.83
H -2.06 -0.08 -5.89
H -2.51 0.38 -3.21
H -1.32 2.10 -5.02
C 0.85 0.24 2.38
P 1.05 -0.21 0.63
C 2.75 0.14 0.21
C 3.45 -0.71 -0.64
C 4.73 -0.37 -1.06
C 5.30 0.83 -0.64
C 4.59 1.68 0.20
C 3.32 1.34 0.63
C 0.85 -1.99 0.40
C -0.15 -2.51 -0.40
C -0.29 -3.89 -0.52
C 0.58 -4.74 0.15
C 1.60 -4.22 0.94
C 1.74 -2.85 1.07
P -0.46 1.54 2.58
C -0.94 1.41 4.33
C -0.07 0.98 5.33
C -0.45 0.99 6.66
C -1.72 1.42 7.02
C -2.60 1.85 6.03
C -2.21 1.86 4.70
C -1.91 0.72 1.79
C -2.57 -0.39 2.31
C -3.64 -0.95 1.64
C -4.07 -0.43 0.41
C -3.43 0.66 -0.13
C -2.35 1.26 0.56
H 1.79 0.70 2.69
H 0.71 -0.67 2.98
H 3.01 -1.64 -0.97
H 5.28 -1.03 -1.71
H 6.29 1.10 -0.97
H 5.03 2.62 0.52
H 2.77 2.03 1.26
H -0.81 -1.86 -0.94
H -1.07 -4.30 -1.15
H 0.47 -5.81 0.05
H 2.28 -4.88 1.45
H 2.54 -2.45 1.67
H 0.93 0.65 5.08
H 0.24 0.66 7.42
H -2.02 1.42 8.05
H -3.59 2.20 6.30
H -2.91 2.20 3.94
H -2.25 -0.80 3.26
H -4.15 -1.80 2.07
H -4.91 -0.88 -0.10
H -3.76 1.10 -1.07
H -1.97 2.23 0.23
*
```

Summary:
Lowest unoccupied orbital energy (spin up / spin down): -6.470 / -6.711 eV
HOMO (spin up / spin down): -11.204 / -10.715 eV
Kohn-Sham gap (spin up / spin down): 4.73 / 4.00 eV

The net atomic charges from Löwdin, expressed in e, are: 1.130 0.137 -0.604 -0.012 -0.073 -0.251 -0.084 -0.082 -0.249 -0.147 -0.119 -0.589 0.161 -0.184 0.149 0.158 0.113 0.120 0.115 0.122 0.144 0.167 -0.474 0.935 -0.379 -0.077 -0.046 -0.039 -0.044 -0.084 -0.365 -0.084 -0.053 -0.052 -0.054 -0.089 1.034 -0.409 -0.096 -0.068 -0.068 -0.064 -0.107 -0.403 -0.065 -0.017 -0.038 -0.041 -0.203 0.046 0.072 0.108 0.115 0.117 0.117 0.109 0.075 0.115 0.116 0.116 0.119 0.097 0.111 0.112 0.112 0.109 0.122 0.123 0.120 0.116 0.084

---

Formula: C3H3LiNaO2
Source: the OMol25 dataset
Level of theory: ωB97M-V/def2-TZVPD

The geometry in ORCA input format:
```
! RIJCOSX wB97M-V def2-TZVPD def2/J DEFGRID3
* xyz 1 1
O -3.08 2.26 -0.13
C -3.37 1.25 -0.56
C -3.80 -0.08 -1.03
H -4.08 -0.55 -0.08
H -4.60 -0.65 -1.51
H -3.21 -0.18 -1.94
O 0.16 -1.39 0.38
C -0.34 -2.03 -0.43
Li -0.15 -0.68 2.38
Na 0.71 1.05 0.21
*
```

Summary:
Energy relative to the best compared isomer or geometry (same formula, charge and spin): 121.1 kcal/mol
Lowest unoccupied orbital energy (spin up / spin down): -4.416 / -3.846 eV
HOMO (spin up / spin down): -8.784 / -9.005 eV
Kohn-Sham gap (spin up / spin down): 4.37 / 5.16 eV

The net atomic charges from Löwdin, expressed in e, are: 0.139 -0.204 -0.120 0.098 0.066 0.086 -0.178 0.117 0.534 0.460

---

Formula: C2H3F
Source: the OMol25 dataset
Level of theory: ωB97M-V/def2-TZVPD

The geometry in ORCA input format:
```
! RIJCOSX wB97M-V def2-TZVPD def2/J DEFGRID3
* xyz 0 1
C -0.58 0.08 -0.71
C 0.54 -0.13 -0.06
F 1.76 -0.57 0.11
H -1.49 0.55 -0.21
H -0.73 -0.16 -1.72
H 0.49 0.23 2.59
*
```

Summary:
Energy relative to the best compared isomer or geometry (same formula, charge and spin): 129.5 kcal/mol
Lowest unoccupied orbital energy (spin up / spin down): -0.271 / 0.486 eV
HOMO (spin up / spin down): -8.575 / -10.390 eV
Kohn-Sham gap (spin up / spin down): 8.30 / 10.88 eV

The net atomic charges from Löwdin, expressed in e, are: -0.039 -0.202 0.059 0.080 0.027 0.075

---

Formula: C10H8O2S
Source: the OMol25 dataset
Level of theory: ωB97M-V/def2-TZVPD

The geometry in ORCA input format:
```
! RIJCOSX wB97M-V def2-TZVPD def2/J DEFGRID3
* xyz 0 1
C 2.23 -1.18 0.41
C 1.08 -1.69 0.98
C -0.13 -1.06 0.74
C -0.21 0.06 -0.07
C 0.96 0.57 -0.65
C 2.18 -0.05 -0.41
C -1.51 0.72 -0.33
C -2.59 0.80 0.62
C -3.68 1.45 0.13
C -1.85 1.33 -1.51
H 3.46 -2.47 1.16
H 1.13 -2.57 1.64
H -1.04 -1.47 1.21
H 0.90 1.46 -1.22
H 4.04 -0.11 -0.69
H -2.52 0.41 1.62
H -4.60 1.68 0.64
H -1.24 1.40 -2.40
O 3.50 -1.72 0.57
O 3.31 0.44 -0.97
S -3.44 1.98 -1.48
*
```

Summary:
Structure (SMILES): Oc1ccc(-c2ccsc2)cc1O
Energy relative to the best compared isomer or geometry (same formula, charge and spin): 0.0 kcal/mol
Lowest unoccupied orbital energy: 0.596 eV
HOMO: -8.043 eV
Kohn-Sham gap: 8.64 eV

The net atomic charges from Löwdin, expressed in e, are: -0.246 -0.017 -0.046 -0.184 0.055 -0.247 -0.285 -0.142 -0.421 -0.381 0.102 0.121 0.117 0.116 0.089 0.104 0.063 0.079 0.051 0.089 0.983

---

Formula: C29H81NO12
Source: the OMol25 dataset
Level of theory: ωB97M-V/def2-TZVPD

The geometry in ORCA input format:
```
! RIJCOSX wB97M-V def2-TZVPD def2/J DEFGRID3
* xyz 0 1
O 17.30 11.58 6.45
H 17.32 12.25 5.77
H 17.47 12.13 7.19
C 10.73 14.76 13.12
C 10.54 13.82 14.36
C 9.03 13.32 14.41
C 8.78 12.20 13.34
C 9.77 11.12 13.61
C 11.23 11.44 13.58
N 11.37 12.59 14.48
O 12.75 12.90 14.57
C 11.99 10.24 14.16
C 11.74 11.72 12.12
C 10.66 14.67 15.59
H 11.73 15.19 13.10
H 9.97 15.50 13.33
H 10.33 14.34 12.20
H 8.94 12.84 15.40
H 8.36 14.17 14.41
H 8.71 12.65 12.29
H 7.83 11.69 13.65
H 9.63 10.36 12.87
H 9.58 10.66 14.64
H 11.71 9.33 13.62
H 13.06 10.27 14.00
H 11.65 10.10 15.20
H 11.99 10.76 11.67
H 10.91 12.19 11.58
H 12.66 12.26 12.18
H 11.70 14.76 15.96
H 10.07 14.12 16.31
H 10.44 15.73 15.47
H 12.97 12.62 15.44
C 17.99 8.25 7.23
C 17.81 7.75 5.84
O 18.28 8.73 4.85
H 18.92 8.71 7.41
H 17.93 7.46 8.02
H 17.29 9.03 7.57
H 16.80 7.46 5.63
H 18.45 6.87 5.78
H 18.54 9.53 5.33
C 20.58 10.07 11.21
C 19.68 10.25 12.40
O 18.69 11.29 12.10
H 21.60 9.79 11.46
H 20.63 11.02 10.73
H 20.22 9.29 10.49
H 20.35 10.55 13.20
H 19.16 9.33 12.65
H 18.80 11.98 12.76
C 19.01 15.84 7.78
C 18.63 16.89 8.80
O 17.23 16.94 9.08
H 18.89 14.88 8.22
H 20.00 15.97 7.43
H 18.33 16.08 6.94
H 18.87 17.94 8.50
H 19.27 16.60 9.69
H 16.98 16.11 9.56
C 14.61 16.16 11.50
C 15.62 15.02 11.65
O 16.22 14.80 10.37
H 15.03 16.98 10.85
H 14.39 16.57 12.47
H 13.59 15.86 11.13
H 15.12 14.17 12.02
H 16.39 15.18 12.43
H 16.58 13.83 10.35
C 11.01 13.55 7.19
C 11.14 13.26 8.62
O 12.42 12.66 8.84
H 11.00 12.58 6.67
H 11.82 14.23 6.86
H 10.05 14.06 7.05
H 10.41 12.49 8.98
H 11.08 14.12 9.32
H 13.15 13.26 8.50
C 13.60 6.35 14.16
C 14.55 6.29 12.97
O 14.17 7.36 12.07
H 12.58 6.36 13.88
H 13.73 7.27 14.78
H 13.82 5.48 14.83
H 14.41 5.33 12.40
H 15.63 6.47 13.29
H 14.93 7.50 11.53
C 19.43 15.28 13.53
C 18.75 14.43 14.65
O 18.75 13.08 14.36
H 19.48 16.37 13.79
H 18.81 15.21 12.67
H 20.45 14.94 13.29
H 17.70 14.80 14.87
H 19.37 14.50 15.57
H 17.85 12.71 14.35
C 16.41 10.79 15.99
C 15.22 11.55 15.38
O 15.82 12.46 14.42
H 16.01 9.98 16.61
H 17.02 11.47 16.54
H 16.97 10.39 15.20
H 14.75 12.14 16.21
H 14.48 10.98 14.86
H 15.14 13.11 14.25
C 13.14 16.82 7.86
C 14.08 15.85 7.18
O 14.35 14.68 7.85
H 13.54 17.37 8.71
H 12.25 16.19 8.15
H 12.75 17.45 7.00
H 15.03 16.37 7.06
H 13.65 15.56 6.21
H 14.80 14.91 8.67
C 15.16 10.66 9.73
C 15.91 11.33 10.86
O 16.99 12.15 10.29
H 14.38 9.99 10.09
H 15.88 10.05 9.14
H 14.75 11.37 9.02
H 16.41 10.66 11.57
H 15.34 11.98 11.49
H 17.78 11.99 10.82
*
```

Summary:
Structure (SMILES): CC1(C)CCCC(C)(C)N1O.CCO.CCO.CCO.CCO.CCO.CCO.CCO.CCO.CCO.CCO.O
Energy relative to the best compared isomer or geometry (same formula, charge and spin): 0.0 kcal/mol
Lowest unoccupied orbital energy: 0.368 eV
HOMO: -8.658 eV
Kohn-Sham gap: 9.03 eV

Atomic partial charges in e from the Löwdin method, atoms 1 to 99: -0.024 0.038 0.007 -0.011 -0.487 -0.122 -0.172 -0.192 -0.512 -0.071 -0.041 -0.031 0.014 -0.051 0.074 0.068 0.061 0.107 0.114 0.129 0.120 0.115 0.150 0.086 0.056 0.098 0.082 0.068 0.062 0.085 0.075 0.088 0.057 -0.116 -0.284 -0.095 0.054 0.089 0.054 0.100 0.106 0.058 -0.085 -0.246 -0.116 0.073 0.066 0.083 0.113 0.110 0.047 -0.094 -0.335 -0.119 0.058 0.057 0.088 0.118 0.113 0.034 -0.065 -0.276 -0.140 0.088 0.062 0.078 0.072 0.106 0.094 -0.096 -0.354 -0.137 0.094 0.063 0.082 0.118 0.108 0.068 -0.101 -0.296 -0.108 0.053 0.074 0.083 0.117 0.125 0.049 -0.067 -0.317 -0.109 0.087 0.030 0.076 0.125 0.110 0.056 -0.049 -0.258 -0.093

---

Formula: C3H8N2O
Source: the OMol25 dataset
Level of theory: ωB97M-V/def2-TZVPD

The geometry in ORCA input format:
```
! RIJCOSX wB97M-V def2-TZVPD def2/J DEFGRID3
* xyz 0 1
C -0.81 -0.07 0.18
C 0.21 0.21 -0.93
C 1.60 0.12 -0.23
N 1.52 -0.87 0.93
O 2.44 0.96 -0.80
N -2.24 -0.10 -0.17
H -0.54 -1.13 0.39
H -0.60 0.70 1.12
H 0.33 -0.61 -1.59
H 0.04 1.21 -1.48
H 2.28 -1.16 1.48
H 1.23 0.36 0.91
H -2.61 0.80 -0.48
H -2.84 -0.40 0.66
*
```

Summary:
Energy relative to the best compared isomer or geometry (same formula, charge and spin): 131.2 kcal/mol
Lowest unoccupied orbital energy: -0.022 eV
HOMO: -9.439 eV
Kohn-Sham gap: 9.42 eV

The net atomic charges from Löwdin, expressed in e, are: -0.334 -0.134 -0.479 0.142 -0.024 -0.039 0.102 0.152 0.108 0.150 0.056 0.150 0.058 0.092

---

| no. | M (g mol⁻¹) |
| --- | --- |
| 1 | 384.44 |
| 2 | 765.51 |
| 3 | 100.99 |
| 4 | 46.04 |
| 5 | 192.24 |
| 6 | 635.96 |
| 7 | 88.11 |